Computed, not measured: the molecule C5H13N2 in a non-equilibrium geometry, with ωB97M-V/def2-TZVPD.

The geometry in ORCA input format:
```
! wB97M-V def2-TZVPD RIJCOSX def2/J DEFGRID3
* xyz 0 2
C 2.11 -1.28 0.30
C 0.81 -0.53 0.50
C -0.26 -1.08 -0.45
C -1.62 -0.33 -0.36
C -2.16 2.11 -0.29
N -1.31 1.04 -0.46
N 1.06 0.93 0.28
H 2.97 -0.82 0.79
H 2.07 -2.32 0.63
H 2.33 -1.34 -0.77
H 0.46 -0.63 1.54
H -0.44 -2.14 -0.23
H 0.13 -0.85 -1.44
H -2.00 -0.57 0.65
H -2.26 -0.78 -1.13
H -1.62 3.01 -0.02
H -3.22 1.93 -0.16
H -0.25 1.28 -0.22
H 1.33 1.31 1.18
H 1.85 1.07 -0.35
*
```

Results
- F_max (eV Å⁻¹) = 2.5
- electronic energy (a.u.) = -307.7229
- HOMO-LUMO gap (spin up / spin down) (eV) = 6.0 / 9.8
- ΔE to the lowest compared entry with this formula, charge and spin (eV) = 0.716
- HOMO level (spin up / spin down) (eV) = -5.10 / -8.97



Computed, not measured: a cluster of 2 separate species, C3H4S2 in total in a non-equilibrium geometry, with ωB97M-V/def2-TZVPD.

The geometry in ORCA input format:
```
! wB97M-V def2-TZVPD RIJCOSX def2/J DEFGRID3
* xyz 0 1
C -0.24 2.10 0.17
C -0.34 -0.29 0.95
C -0.56 -1.04 -0.15
S 0.78 2.47 -0.92
S 0.71 -1.42 -1.30
H 0.51 0.26 1.11
H -1.06 0.02 1.73
H -1.51 -1.58 -0.50
H 1.71 -0.53 -1.09
*
```

Results
- F_max (eV Å⁻¹) = 3.1
- electronic energy (a.u.) = -912.9473
- HOMO-LUMO gap (eV) = 8.4
- ΔE to the lowest compared entry with this formula, charge and spin (eV) = 3.079
- HOMO level (eV) = -8.52



Computed, not measured: the ion C39H36N3O2 with charge +1 in a non-equilibrium geometry, with ωB97M-V/def2-TZVPD.

The geometry in ORCA input format:
```
! wB97M-V def2-TZVPD RIJCOSX def2/J DEFGRID3
* xyz 1 1
C -5.41 -0.68 8.67
N -6.12 0.33 7.91
C -7.20 0.94 8.67
C -5.53 0.98 6.81
C -5.42 0.31 5.57
C -4.93 0.98 4.46
C -4.32 2.23 4.53
C -3.70 2.78 3.23
C -2.71 1.81 2.42
C -1.25 2.08 2.27
C -0.62 2.70 1.08
C -0.19 1.97 -0.05
C 0.38 2.60 -1.15
C 0.53 4.00 -1.16
C 0.11 4.75 -0.05
C -0.43 4.10 1.06
N -0.42 1.93 3.31
C -0.79 1.22 4.52
C 0.44 1.30 5.44
C 1.57 2.00 4.66
C 0.99 2.37 3.28
C -3.16 1.18 1.08
C -3.36 2.09 0.03
C -3.94 1.75 -1.17
C -4.12 0.39 -1.47
N -4.62 0.01 -2.76
O -4.72 -1.20 -3.05
O -4.95 0.90 -3.59
C -3.85 -0.59 -0.48
C -3.37 -0.18 0.78
C -3.10 4.17 3.45
C -2.24 4.64 4.44
C -1.68 5.93 4.29
C -2.07 6.78 3.25
C -3.01 6.37 2.31
C -3.53 5.06 2.45
C -4.63 4.46 1.71
C -5.40 4.99 0.67
C -6.49 4.25 0.23
C -6.83 3.06 0.87
C -6.07 2.55 1.95
C -4.87 3.18 2.29
C -4.40 2.89 5.79
C -4.99 2.28 6.91
H -4.63 -1.16 8.07
H -4.95 -0.25 9.59
H -6.15 -1.45 9.00
H -7.82 1.56 8.00
H -7.83 0.14 9.09
H -6.82 1.56 9.50
H -5.79 -0.72 5.49
H -4.99 0.48 3.49
H -2.82 1.03 3.21
H -0.31 0.88 -0.04
H 0.71 2.01 -2.02
H 0.96 4.49 -2.04
H 0.19 5.84 -0.07
H -0.71 4.68 1.94
H -1.68 1.67 4.98
H -1.02 0.17 4.29
H 0.19 1.86 6.35
H 0.75 0.29 5.74
H 1.89 2.92 5.18
H 2.45 1.36 4.55
H 1.55 1.86 2.48
H 1.09 3.46 3.11
H -3.06 3.13 0.18
H -4.21 2.50 -1.94
H -4.01 -1.64 -0.76
H -3.13 -0.97 1.49
H -2.01 4.03 5.30
H -0.97 6.27 5.04
H -1.63 7.78 3.17
H -3.36 7.00 1.50
H -5.13 5.96 0.24
H -7.10 4.62 -0.59
H -7.72 2.51 0.57
H -6.41 1.68 2.50
H -4.01 3.89 5.97
H -5.03 2.76 7.90
*
```

Results
- F_max (eV Å⁻¹) = 4.0
- electronic energy (a.u.) = -1822.1317
- HOMO-LUMO gap (eV) = 6.2
- ΔE to the lowest compared entry with this formula, charge and spin (eV) = 3.296
- HOMO level (eV) = -10.19



Computed, not measured: a cluster of 12 separate species, C16H56O12 in total in a non-equilibrium geometry, with ωB97M-V/def2-TZVPD.

The geometry in ORCA input format:
```
! wB97M-V def2-TZVPD RIJCOSX def2/J DEFGRID3
* xyz 0 1
C 1.07 -2.88 3.24
C 1.90 -4.17 3.12
O 3.18 -3.91 3.65
H 0.01 -3.03 3.01
H 1.45 -2.10 2.57
H 1.13 -2.48 4.25
H 1.88 -4.55 2.10
H 1.47 -5.01 3.67
H 3.70 -4.69 3.45
C 0.36 -0.43 0.64
C -0.32 0.42 -0.48
O 0.49 1.53 -0.74
H 0.29 0.18 1.54
H 1.43 -0.58 0.55
H -0.13 -1.40 0.68
H -1.33 0.72 -0.22
H -0.51 -0.14 -1.40
H 1.15 1.35 -1.42
C -0.12 1.61 -4.21
C 0.01 1.66 -5.73
O -1.08 0.92 -6.21
H 0.78 1.93 -3.69
H -0.28 0.58 -3.88
H -0.97 2.22 -3.91
H 0.92 1.19 -6.11
H -0.01 2.69 -6.09
H -1.09 0.97 -7.17
C -4.51 3.07 -2.80
C -3.45 2.88 -1.69
O -2.46 3.95 -1.88
H -5.30 2.33 -2.61
H -4.19 2.84 -3.82
H -5.06 4.01 -2.85
H -3.01 1.88 -1.75
H -3.82 3.02 -0.67
H -1.84 3.90 -1.15
C -1.45 3.93 3.52
C -2.58 2.90 3.22
O -2.33 2.22 1.98
H -1.34 4.55 2.62
H -0.54 3.39 3.77
H -1.62 4.56 4.39
H -3.56 3.37 3.23
H -2.67 2.18 4.03
H -2.80 1.38 1.99
C 4.20 -1.00 2.13
O 5.27 -0.43 1.44
H 3.79 -1.87 1.63
H 4.52 -1.29 3.13
H 3.41 -0.28 2.31
H 5.98 -1.08 1.39
C 3.98 0.74 -1.56
O 2.65 0.41 -2.02
H 4.31 1.60 -2.15
H 3.97 0.99 -0.50
H 4.69 -0.05 -1.81
H 2.78 -0.01 -2.87
C 2.72 -2.85 -0.83
O 3.18 -4.16 -1.05
H 3.46 -2.06 -0.87
H 1.77 -2.56 -1.29
H 2.45 -2.85 0.23
H 2.44 -4.71 -0.79
C -2.35 -3.45 0.25
O -3.19 -2.29 0.07
H -1.36 -3.20 -0.13
H -2.18 -3.65 1.31
H -2.64 -4.29 -0.38
H -3.10 -2.03 -0.85
C -2.63 -2.74 -3.38
O -2.68 -1.61 -2.51
H -2.36 -3.62 -2.80
H -3.60 -3.05 -3.79
H -1.94 -2.65 -4.21
H -2.79 -0.86 -3.09
C 0.54 0.82 5.12
O 1.21 1.90 5.71
H 1.16 -0.08 5.04
H -0.35 0.60 5.71
H 0.18 1.07 4.12
H 2.10 1.93 5.36
O -0.80 3.59 0.24
H -1.42 3.25 0.87
H -0.22 2.86 0.05
*
```

Results
- F_max (eV Å⁻¹) = 2.8
- electronic energy (a.u.) = -1545.8826
- HOMO-LUMO gap (eV) = 9.3
- ΔE to the lowest compared entry with this formula, charge and spin (eV) = 2.102
- HOMO level (eV) = -9.13